(1)
Entry from OMol25: a single C8H12NO3PS molecule at a distorted geometry (wB97M-V/def2-TZVPD).

```
26
Properties=species:S:1:pos:R:3:forces:R:3
C 0.8502 -1.2774 3.8342 -1.20 0.84 2.04
C 1.4940 -1.4497 2.5285 1.67 4.68 -1.51
O 0.7180 -0.8394 1.4163 0.38 -0.99 1.29
N 1.1330 -1.4391 0.2435 0.16 -1.80 -1.13
C 0.9663 -0.6463 -0.7949 0.00 0.45 1.53
C 0.5324 0.6734 -0.7632 -0.07 0.41 0.70
C 0.0825 1.0698 -2.0234 -0.64 -1.13 -1.50
O -0.6755 2.1128 -2.3773 1.30 0.52 -1.35
C -1.2926 2.7206 -1.2964 -1.69 -2.17 0.40
C -2.5877 1.8859 -1.0338 0.41 1.46 -1.53
C 0.2793 0.1327 -3.0272 0.72 -1.80 -1.74
S 1.0517 -1.3208 -2.4134 0.19 0.75 -0.11
P -0.0159 -3.3234 -1.3658 0.52 0.82 0.80
O 1.0058 -4.3561 -1.5183 -0.26 0.32 -0.09
H -0.1446 -1.7675 4.0457 1.33 -0.20 -0.48
H 1.6403 -1.5257 4.5665 -0.67 -0.43 -0.02
H 0.6205 -0.2388 4.1070 0.23 0.10 -0.54
H 1.7554 -2.4306 2.3572 0.29 -2.20 -0.92
H 2.5122 -0.7956 2.5059 -2.05 -1.67 0.25
H 0.4979 1.1804 0.2057 -0.27 -0.22 -0.69
H -0.5514 2.7004 -0.5485 0.15 0.17 1.68
H -1.5346 3.7036 -1.4789 -0.38 2.28 -0.91
H -2.2672 0.8645 -1.0766 -0.24 -0.70 0.45
H -2.9697 2.2116 -0.0981 -0.68 -0.23 0.94
H -3.3732 2.0471 -1.8509 1.23 -0.03 1.08
H 0.2729 0.1074 -4.1438 -0.41 0.77 1.37
```
Positions in Å, forces in eV/Å.

HOMO-LUMO gap (spin up / spin down), Eh: 0.2117 / 0.2117
E_LUMO (spin up / spin down), eV: -1.0 / -1.0
DFT total energy, hartree: -1331.8585
Energy relative to the best compared isomer or geometry (same formula, charge and spin), kJ/mol: 334.8
Highest occupied orbital energy (spin up / spin down), hartree: -0.2492 / -0.2492
SMILES: CCO/N=C1\C=C(OCC)C=S1#P=O

(2)
Entry from OMol25: a single C8H12NO4PS2 molecule at a distorted geometry (wB97M-V/def2-TZVPD).

```
28
Properties=species:S:1:pos:R:3:forces:R:3
C 3.7217 0.3879 1.8138 0.19 0.39 0.07
C 3.3033 -0.4099 1.0297 -1.31 -0.60 0.40
C 2.4843 -1.4207 0.3314 1.20 0.32 -0.70
C 1.7386 -0.8731 -0.9152 0.50 -1.06 -0.17
O 0.3251 -0.8342 -0.7854 0.48 0.45 0.30
C -0.1471 -0.0057 0.2217 -0.87 0.76 -0.44
N 0.6798 1.2199 0.4332 -0.53 -0.93 -0.75
C 0.6404 1.6757 1.5385 0.68 0.57 0.98
S 0.6924 2.1914 3.0119 -0.14 0.16 -0.03
C -1.5844 0.4843 -0.2391 0.92 -1.37 0.01
O -1.6772 0.4795 -1.6321 -0.51 0.67 0.04
C -1.0043 1.5840 -2.2266 0.80 -0.28 -0.28
P -2.9507 -0.6409 0.3503 -2.05 0.48 -0.26
O -2.3971 -1.6525 1.4960 0.45 0.57 -0.80
O -3.3480 -1.5862 -0.8874 1.17 -0.02 0.70
S -4.5072 0.3632 0.8678 0.41 0.01 0.23
H 3.9956 1.1502 2.4956 0.32 0.09 0.07
H 1.8255 -1.9573 1.0142 -0.11 0.24 0.05
H 3.1973 -2.1688 -0.0302 -0.20 -0.12 -0.03
H 2.1614 0.0692 -1.2715 -0.23 0.17 0.39
H 1.9342 -1.5890 -1.7164 -0.36 0.05 -0.03
H -0.2150 -0.5211 1.1883 0.18 -0.10 -0.15
H -1.7540 1.4820 0.1751 -0.20 -0.16 0.15
H -0.9309 2.4330 -1.5423 -0.19 0.01 -0.10
H -1.4848 1.8704 -3.1610 -0.31 -0.09 0.20
H 0.0163 1.2682 -2.4808 -0.05 0.16 0.10
H -2.1682 -1.0930 2.2517 -0.15 -0.28 0.32
H -2.5470 -1.9064 -1.3309 -0.10 -0.10 -0.26
```
Positions in Å, forces in eV/Å.

HOMO-LUMO gap, Eh: 0.3292
E_LUMO, eV: 0.1
DFT total energy, hartree: -1805.4273
Highest occupied orbital energy, hartree: -0.3262
SMILES: C#CCCO[C@@H](N=C=S)[C@@H](OC)P(O)(O)=S

(3)
Entry from OMol25: 3 unconnected molecules or ions with the total composition C8H12NOPS at a distorted geometry (wB97M-V/def2-TZVPD).

```
24
Properties=species:S:1:pos:R:3:forces:R:3
C 0.4279 -0.9766 1.5455 -0.03 -0.10 -0.17
C -0.9632 0.6961 0.5540 0.03 -0.06 -0.07
C 0.9346 -1.2995 0.2951 -0.09 -0.13 -0.07
C -0.4552 0.3770 -0.6946 -0.13 -0.04 -0.11
C -0.5325 0.0208 1.6890 -0.07 0.17 0.05
C 0.4921 -0.6246 -0.8298 0.00 0.03 0.05
C -1.0620 0.3620 3.0498 0.02 0.02 -0.03
C -1.5029 -0.9247 -3.8533 -0.44 -0.51 0.61
N -0.6438 -0.5016 -4.6521 0.78 0.56 -0.81
O 2.7780 1.7178 -0.8077 1.09 -1.36 -1.86
P 2.6509 0.9705 1.9859 1.39 -2.35 2.01
S 2.2472 2.2218 0.4608 -1.99 3.57 -0.28
H 0.7646 -1.5166 2.4184 0.05 -0.07 0.10
H -1.7049 1.4759 0.6441 -0.08 0.10 0.05
H 1.6794 -2.0754 0.2064 0.09 -0.08 -0.02
H -0.8028 0.9095 -1.5681 0.01 0.06 -0.07
H -1.4668 -0.5247 3.5336 -0.06 -0.03 0.10
H -0.2575 0.7451 3.6793 -0.03 0.03 0.09
H -1.8445 1.1163 2.9919 -0.01 0.01 0.04
H 0.8915 -0.8571 -1.8036 0.08 -0.05 -0.11
H -2.4488 -0.4017 -3.8150 -0.31 0.10 0.06
H -1.4060 -1.7808 -3.1757 0.16 0.03 -0.08
H 0.2406 -1.0104 -4.6658 -0.20 -0.19 0.23
H 1.9841 1.8809 2.8119 -0.27 0.28 0.30
```
Positions in Å, forces in eV/Å.

HOMO-LUMO gap (spin up / spin down), Eh: 0.2876 / 0.2549
E_LUMO (spin up / spin down), eV: 0.7 / -2.4
DFT total energy, hartree: -1181.4292
Multiplicity: 3
Highest occupied orbital energy (spin up / spin down), hartree: -0.2610 / -0.3429